Formula: C28H18BCl76NO5
Source: the OMol25 dataset
Level of theory: ωB97M-V/def2-TZVPD

Geometry as XYZ:
```
129
Properties=species:S:1:pos:R:3:lowdin_charge:R:1
Cl 7.834 0.752 3.717 0.54
Cl -7.640 2.107 -3.951 0.53
Cl 2.830 -2.278 -7.491 0.52
Cl 0.789 -4.917 -9.962 0.52
Cl 8.498 -1.150 -8.113 0.49
Cl 4.230 -5.099 3.319 0.51
Cl 5.858 -1.343 3.771 0.52
Cl 5.563 4.859 -8.887 0.52
Cl 2.649 0.880 -3.115 0.52
Cl 0.886 6.024 -3.316 0.48
Cl 2.445 7.721 -7.325 0.53
Cl -1.331 -6.313 -8.592 0.53
Cl -8.110 -0.543 -4.945 0.49
Cl 10.712 2.989 -6.593 0.52
Cl -10.006 0.662 -3.165 0.49
Cl 2.167 5.050 -8.356 0.49
Cl 3.723 -0.200 8.582 0.53
Cl 0.466 2.233 -1.801 0.59
Cl -0.365 13.278 -1.404 0.53
Cl -14.225 -2.076 -0.680 0.53
Cl 5.350 -3.109 12.970 0.51
Cl 2.957 3.612 -2.257 0.53
Cl 1.736 -5.575 6.016 0.50
Cl 7.472 -3.552 -6.876 0.51
Cl -4.060 -3.240 -1.996 0.53
Cl 11.660 5.693 -6.932 0.53
Cl -8.445 -7.557 1.085 0.53
Cl -0.443 8.562 -2.988 0.50
Cl 0.132 10.573 -0.544 0.49
Cl -10.602 -4.358 3.807 0.48
Cl 4.281 3.438 -6.702 0.47
Cl -12.534 -2.303 4.521 0.50
Cl 3.139 -6.806 1.262 0.51
Cl 4.200 -2.268 6.626 0.49
Cl 9.904 5.043 -4.739 0.53
Cl -7.476 -5.140 2.329 0.51
Cl 3.230 -3.888 14.761 0.53
Cl 2.702 -8.114 6.970 0.53
Cl 8.733 -3.686 -9.463 0.53
Cl -9.753 1.655 -5.864 0.54
Cl -9.042 -7.041 3.848 0.50
Cl 1.947 -2.463 8.412 0.52
Cl -6.086 -2.317 -0.157 0.57
Cl -13.372 -5.026 4.138 0.53
Cl -0.047 -7.833 6.146 0.53
Cl 4.340 -1.926 -5.058 0.52
Cl 2.725 -3.688 11.929 0.50
Cl -1.711 12.235 0.922 0.53
Cl -12.267 -2.195 1.420 0.49
Cl 5.958 0.578 5.910 0.52
Cl 8.891 5.050 -7.434 0.49
Cl -11.626 -0.885 -1.083 0.49
Cl -6.176 -1.493 -2.908 0.50
Cl -0.604 -3.642 -7.787 0.51
Cl 4.602 2.165 -9.275 0.52
Cl -11.776 -4.322 6.436 0.53
Cl 3.846 -4.076 0.659 0.54
Cl 2.062 -7.788 4.177 0.50
Cl 4.620 -2.803 9.428 0.51
Cl 0.112 6.909 -0.689 0.53
Cl 2.948 0.309 -6.229 0.48
Cl 2.275 8.222 -2.079 0.52
Cl 5.284 -0.759 -7.517 0.48
Cl 1.559 -4.642 2.320 0.52
Cl -6.351 -7.694 3.061 0.53
Cl 1.229 2.970 -4.489 0.50
Cl 0.590 7.197 -9.471 0.53
Cl 1.182 -5.840 -7.260 0.52
Cl 0.036 6.224 -6.812 0.51
Cl 10.314 -3.151 -7.113 0.53
Cl 6.906 2.665 -7.607 0.49
Cl -4.127 -0.485 -1.149 0.59
Cl 4.370 -5.820 12.950 0.52
Cl -2.418 11.276 -1.701 0.51
Cl 5.046 1.385 3.306 0.60
Cl -13.488 0.326 0.741 0.53
O -2.694 3.111 2.547 0.13
O -1.057 1.468 2.340 -0.01
O -4.393 1.779 2.681 0.11
O -3.710 2.838 4.482 0.30
O -4.131 -1.404 2.025 0.10
N -2.332 -0.747 3.560 0.17
C 5.335 3.282 -8.118 -2.02
C 10.292 4.698 -6.425 -2.06
C -0.004 1.492 1.391 -0.20
C 1.448 0.235 4.337 -0.05
C 1.365 -0.030 2.844 -0.37
C 0.705 7.431 -2.269 -2.04
C 1.827 2.423 -2.909 -2.01
C -2.207 1.975 1.847 -0.32
C 0.008 -5.179 -8.401 -2.07
C -3.451 1.050 1.881 -0.10
C 3.192 -5.157 1.893 -2.05
C -1.089 11.839 -0.681 -2.05
C -12.063 -3.994 4.723 -2.05
C -12.897 -1.211 0.101 -2.04
C 1.320 1.290 2.064 -0.31
C 3.626 -1.934 8.261 -2.04
C 8.752 -2.886 -7.891 -2.06
C -3.624 2.617 3.409 -0.63
C 6.180 0.347 4.179 -2.02
C -5.117 -1.891 -1.555 -2.03
C 1.614 -7.325 5.826 -2.05
C 3.849 -1.163 -6.578 -2.02
C 2.479 -0.983 2.462 -0.10
C 3.916 -4.126 13.152 -2.06
C 1.309 6.547 -7.995 -2.05
C -8.882 0.975 -4.489 -2.04
C 2.401 1.496 1.027 -0.08
C -7.829 -6.854 2.583 -2.05
B -3.291 -0.423 2.493 -0.50
H 2.331 2.519 0.705 0.06
H -2.133 2.333 0.841 0.15
H 3.423 -0.517 2.297 0.01
H 2.195 -1.623 1.656 0.05
H -1.784 -1.548 3.264 0.07
H -3.634 -2.123 1.637 0.09
H 1.304 -0.682 4.867 0.07
H 0.427 -0.532 2.689 0.11
H 2.423 0.640 4.565 0.06
H 1.403 2.096 2.775 0.14
H -0.143 0.676 0.684 0.13
H -3.729 0.984 0.846 0.07
H 2.290 0.898 0.145 0.06
H 3.379 1.406 1.446 0.00
H 0.715 0.957 4.652 0.08
H -2.896 -1.080 4.337 0.09
H 2.620 -1.646 3.297 0.06
H 0.057 2.411 0.841 0.09
```

Summary:
* lowest unoccupied orbital energy: -0.293 eV
* HOMO level: -9.799 eV
* orbital gap: 9.5 eV

Formula: C8H17FN2O4SSm
Source: the OMol25 dataset
Level of theory: ωB97M-V/def2-TZVPD

Geometry as XYZ:
```
34
Properties=species:S:1:pos:R:3:lowdin_charge:R:1
Sm -3.741 -1.679 2.258 1.84
S 3.058 1.311 -0.650 0.83
F 4.036 0.921 -1.962 -0.17
O 1.403 1.935 2.071 0.10
O 0.231 -1.621 -2.482 -0.14
O 3.071 2.798 -0.509 -0.26
O 3.719 0.722 0.581 -0.29
N -0.647 0.891 2.366 -0.14
N 1.495 0.610 -0.751 -0.23
C 0.434 1.424 -0.111 -0.11
C -1.672 0.099 1.669 -0.21
C 0.416 1.405 1.488 -0.29
C -2.158 -0.693 -2.724 -0.09
C 1.464 -0.829 -0.373 -0.16
C 0.266 -1.669 -1.048 -0.20
C -0.574 -0.532 -2.984 -0.23
C -0.115 0.202 3.584 -0.04
H -2.791 -0.196 -3.542 0.10
H -1.318 -1.006 1.472 0.08
H -0.440 -0.540 -4.132 0.15
H 0.542 2.534 -0.418 0.17
H -2.472 -1.773 -2.499 0.08
H 1.482 -1.022 0.767 0.14
H 2.440 -1.310 -0.766 0.16
H -0.252 0.507 -2.643 0.11
H 0.495 -0.727 3.317 0.12
H -2.565 -0.011 2.430 -0.03
H -0.715 -1.391 -0.527 0.07
H -2.123 0.591 0.741 0.12
H 0.531 0.905 4.233 0.14
H 0.469 -2.774 -0.768 0.15
H -0.563 1.094 -0.600 0.10
H -2.398 -0.094 -1.756 0.04
H -1.009 -0.083 4.264 0.10
```

Summary:
* total charge: +2
* expectation value of S²: 6.453
* lowest unoccupied orbital energy (spin up / spin down): -10.375 / -10.249 eV
* multiplicity: 5
* HOMO level (spin up / spin down): -15.238 / -15.238 eV
* orbital gap (spin up / spin down): 4.9 / 5.0 eV

Formula: C3H6N2S2
Source: the OMol25 dataset
Level of theory: ωB97M-V/def2-TZVPD

Geometry as XYZ:
```
13
Properties=species:S:1:pos:R:3:lowdin_charge:R:1
S 0.689 2.094 0.996 0.69
S -1.275 -1.939 -1.421 0.75
N 2.083 -0.101 0.559 0.06
N -0.267 -0.237 0.193 -0.21
C -0.084 -1.292 -0.725 -0.80
C -1.525 0.696 0.149 -0.14
C 0.937 0.522 0.574 -0.89
H -1.280 1.548 0.923 -0.01
H 1.037 -1.500 -0.798 0.09
H 1.897 -1.020 1.128 0.18
H 3.022 0.216 0.683 0.11
H -1.609 1.061 -0.930 0.10
H -2.361 0.018 0.541 0.08
```

Summary:
* ΔE to the lowest compared entry with this formula, charge and spin: 206.4 kJ/mol
* lowest unoccupied orbital energy: -0.062 eV
* HOMO level: -8.296 eV
* orbital gap: 8.2 eV

Formula: C4H6NO
Source: the OMol25 dataset
Level of theory: ωB97M-V/def2-TZVPD

Geometry as XYZ:
```
12
Properties=species:S:1:pos:R:3:lowdin_charge:R:1
O 0.669 -1.587 -1.478 -0.35
N -0.114 -0.950 -0.590 -0.32
C 0.799 1.722 -0.778 0.02
C -0.734 -1.419 0.656 -0.20
C 0.174 0.212 0.040 -0.25
C -0.289 -0.102 1.272 -0.13
H 1.686 1.441 -1.292 0.01
H -0.749 0.466 2.021 0.01
H 0.841 2.370 0.068 0.02
H 0.008 1.773 -1.488 0.02
H -1.829 -1.468 0.573 0.08
H -0.463 -2.459 0.999 0.10
```

Summary:
* ΔE to the lowest compared entry with this formula, charge and spin: 218.8 kJ/mol
* total charge: -1
* lowest unoccupied orbital energy (spin up / spin down): 4.412 / 4.412 eV
* HOMO level (spin up / spin down): -1.249 / -1.250 eV
* orbital gap (spin up / spin down): 5.7 / 5.7 eV